The following is a DFT calculation (ωB97M-V/def2-TZVPD) of a molecular structure, C40H44N10O3S2Sc.

Geometry as ORCA input:
```
! wB97M-V def2-TZVPD RIJCOSX def2/J DEFGRID3
* xyz 1 1
Sc 0.898 0.467 -0.502
C -4.812 0.088 -6.703
C -3.418 0.123 -6.105
N -3.211 1.326 -5.278
C -3.065 1.334 -3.984
S -2.968 0.269 -2.795
N 0.031 2.220 -3.043
N -0.008 2.217 -1.636
C -0.407 3.286 -1.058
C -0.873 4.500 -1.783
C -0.412 3.230 0.426
C -0.720 4.327 1.212
C -0.672 4.190 2.594
C -0.326 2.968 3.138
C -0.027 1.923 2.276
N -0.062 2.051 0.957
H -4.948 -0.825 -7.283
H -5.569 0.115 -5.920
H -4.978 0.934 -7.373
H -3.246 -0.728 -5.450
H -2.654 0.113 -6.885
H -3.282 2.218 -5.746
H -1.139 4.231 -2.804
H -1.739 4.929 -1.282
H -0.090 5.263 -1.805
H -0.981 5.274 0.764
H -0.895 5.035 3.231
H -0.268 2.814 4.206
H 0.260 0.949 2.644
S 2.879 1.665 0.509
C 2.993 0.553 1.889
N 3.841 0.987 2.866
N 4.071 0.216 3.930
C 3.244 -0.586 4.735
C 1.865 -0.437 4.812
C 1.129 -1.226 5.679
C 1.750 -2.171 6.486
C 3.131 -2.301 6.427
C 3.874 -1.514 5.563
N 2.426 -0.619 1.927
N 1.807 -1.008 0.758
C 1.367 -2.322 0.806
C 1.087 -2.840 -0.567
C 0.546 -4.267 -0.801
C 0.056 -4.901 0.466
C 0.373 -4.375 1.657
C 1.074 -3.102 1.864
H 4.950 0.452 4.356
H 1.379 0.309 4.204
H 0.056 -1.089 5.735
H 1.169 -2.785 7.160
H 3.638 -3.022 7.056
H 4.951 -1.629 5.514
H 1.935 -2.628 -1.215
H 1.259 -4.927 -1.305
H -0.467 -5.848 0.402
H 0.067 -4.909 2.550
H 1.281 -2.758 2.869
O -4.928 2.243 4.534
C -4.440 0.980 4.547
O -4.675 0.247 5.460
C -3.589 0.581 3.376
C -3.742 1.149 2.111
C -2.929 0.747 1.065
C -1.972 -0.232 1.292
C -1.822 -0.823 2.538
C -2.644 -0.416 3.578
N -1.094 -0.587 0.223
C -1.148 -1.778 -0.208
C -0.180 -2.248 -1.245
C -0.511 -3.659 -1.790
C -0.179 -3.781 -3.234
C 0.240 -2.739 -3.955
C 0.423 -1.420 -3.344
N 0.220 -1.143 -2.118
H -4.564 2.729 3.787
H -4.514 1.886 1.923
H -3.034 1.175 0.074
H -1.050 -1.570 2.689
H -2.562 -0.867 4.558
H -1.836 -2.518 0.207
H -1.537 -3.992 -1.613
H -0.299 -4.753 -3.701
H 0.476 -2.837 -5.005
H 0.821 -0.628 -3.976
C 1.266 2.821 -3.554
C 2.540 2.389 -2.841
O 2.506 0.988 -2.570
C 3.859 0.466 -2.527
C 3.851 -0.997 -2.189
H 1.187 3.909 -3.502
H 0.004 1.246 -3.307
H 1.304 2.554 -4.611
H 2.700 2.935 -1.907
H 3.388 2.610 -3.494
H 4.419 1.036 -1.784
H 4.294 0.639 -3.515
H 3.474 -1.158 -1.179
H 4.873 -1.377 -2.228
H 3.257 -1.566 -2.908
*
```

Output
LUMO energy (alpha / beta): -0.1181 / -0.1191 Eh
M: 821.9 Da
E_tot: -105601.6902 eV
energy above the lowest of the compared OMol25 structures with the same formula, charge and spin: 407.35 kJ/mol
frontier orbital gap (alpha / beta): 5.70 / 5.35 eV